ORCA calculation (wB97M-V/def2-TZVPD) on a gas-phase ion, C4H8N3O (charge +1) at a distorted geometry.

Properties
DFT total energy = -396.316126 hartree
E_HOMO = -14.588 eV
E_LUMO = -0.1414 Ha
SMILES = CCc1noc[n+]1N
Kohn-Sham gap = 10.74 eV
M = 114.128 Da
Largest force on an atom = 7.13 eV/Å
Charge = +1

Cartesian coordinates (Å):
C -1.76064 0.71112 -0.47013
C -1.25484 0.08550 0.90450
C -0.11512 -0.77171 0.72688
N 0.22068 -1.96236 0.83686
O 1.33926 -2.34433 0.13836
C 1.85935 -1.27122 -0.45221
N 1.21223 -0.16698 -0.20485
N 1.41407 1.07503 -0.52525
H -1.28861 1.62126 -0.77751
H -2.86007 1.01854 -0.22601
H -1.87750 -0.00862 -1.21918
H -2.06532 -0.57082 1.31079
H -1.05489 0.79204 1.66545
H 2.81168 -1.09694 -0.89948
H 0.99957 1.79669 0.00280
H 2.42015 1.09281 -0.81102

ORCA calculation (wB97M-V/def2-TZVPD) on a molecular structure, C14H18BCuN7O2 at a distorted geometry.

Properties
DFT total energy = -2743.403660 hartree
E_HOMO (alpha / beta) = -8.918 / -8.906 eV
E_LUMO (alpha / beta) = 0.0184 / -0.0255 Ha
Multiplicity = 2
⟨S²⟩ = 0.754
Kohn-Sham gap (alpha / beta) = 9.42 / 8.21 eV
M = 390.703 Da
Largest force on an atom = 5.96 eV/Å
Charge = 0

Cartesian coordinates (Å):
H 2.77150 -1.04283 0.99807
N 0.69515 -1.22286 0.60806
B -1.63573 -2.16011 0.28334
N -0.23865 -2.18291 0.94768
C 0.34119 -3.12783 1.71757
Cu 0.14086 0.40187 -0.72482
H -0.25032 -3.96984 2.06578
C 1.67144 -2.78446 1.88086
H 2.42465 -3.32481 2.43620
C 1.85750 -1.59804 1.15964
H -2.29931 -3.12100 0.53769
C 0.18665 1.73153 -2.06534
H 0.99675 2.45787 -2.16116
H -0.57219 2.26119 -1.47533
H -0.24003 1.49820 -3.03905
N -1.31437 -2.02810 -1.23485
N -2.31183 -0.82358 0.66633
N -0.54649 -0.97697 -1.71129
N -1.70004 0.37611 0.35466
C -1.64057 -2.84489 -2.25612
C -3.51141 -0.58514 1.23739
H -2.23988 -3.72965 -2.06056
H -4.13575 -1.41341 1.54555
C -1.08395 -2.32389 -3.42062
C -3.68800 0.79311 1.29879
C -0.40651 -1.16301 -3.04634
C -2.52667 1.35370 0.73902
H -1.16101 -2.73170 -4.41728
H -4.53101 1.32957 1.68932
H 0.14193 -0.45177 -3.64601
H -2.25617 2.39379 0.64398
H 1.08761 0.57845 -1.73822
O 3.35828 0.64424 -0.34429
C 2.71225 1.49315 0.28031
C 3.34439 2.63567 1.06463
C 2.18587 3.31301 1.74816
C 0.94574 2.64269 1.16084
O -0.20274 3.06122 1.33495
N 1.34742 1.55686 0.41961
H 4.07972 2.24257 1.77143
H 3.84972 3.30935 0.36341
H 2.20421 3.14412 2.83048
H 2.14977 4.38853 1.55753

ORCA calculation (wB97M-V/def2-TZVPD) on a molecular structure, C22H13Cl2F6N4O3Re at a distorted geometry.

Properties
DFT total energy = -2888.629121 hartree
E_HOMO (alpha / beta) = -11.209 / -11.246 eV
E_LUMO (alpha / beta) = -0.2079 / -0.1672 Ha
Multiplicity = 2
⟨S²⟩ = 1.096
Kohn-Sham gap (alpha / beta) = 5.55 / 6.70 eV
M = 752.472 Da
Largest force on an atom = 1.16 eV/Å
Charge = +1

Cartesian coordinates (Å):
Re 0.14261 0.14867 -0.08242
Cl -0.98370 4.59418 5.14031
C -0.50190 3.92822 3.64338
C -0.74729 2.59168 3.39683
C -0.36181 2.04973 2.17384
N -0.63046 0.78233 1.69187
C -1.84096 0.18776 2.12410
O -2.23873 0.12585 3.24970
C -2.64613 -0.18886 0.92338
C -3.99107 -0.47842 0.98698
C -4.68508 -0.64195 -0.20477
C -3.99622 -0.52149 -1.40051
C -2.63770 -0.25485 -1.37516
N -1.97520 -0.08122 -0.23253
C 0.28895 2.85540 1.20616
C 0.52721 4.20427 1.46108
C 0.13541 4.73521 2.67293
Cl 0.42554 6.39168 2.98107
N 0.64802 2.12182 0.10080
C 1.63043 2.60144 -0.77330
O 1.80887 3.74137 -1.10003
C 2.55915 1.48239 -1.13469
C 3.73185 1.70168 -1.82271
C 4.67621 0.68363 -1.86957
C 4.41017 -0.49637 -1.19663
C 3.18783 -0.65531 -0.56040
N 2.26576 0.30513 -0.54661
H -1.21761 1.98354 4.15182
H -4.46108 -0.55831 1.95733
H -5.74662 -0.84725 -0.19813
H -4.50131 -0.63794 -2.34847
H -2.05840 -0.17379 -2.28544
H 0.99002 4.83846 0.72255
H 3.88919 2.66707 -2.28347
H 5.61435 0.82803 -2.38718
H 5.13400 -1.29741 -1.15699
H 2.95654 -1.56312 -0.02735
C -0.61827 -3.38660 -2.44887
C 0.02361 -2.90226 -1.15235
O 0.22232 -1.53248 -1.12501
C 1.42089 -3.57890 -1.02685
F 1.98085 -3.31283 0.17287
F 1.39292 -4.89810 -1.18638
F 2.24052 -3.07607 -1.96861
C -0.83102 -3.38791 0.06018
F -0.51108 -2.70446 1.18548
F -2.14229 -3.18325 -0.15533
F -0.67539 -4.67906 0.32210
H 0.05445 -3.17972 -3.27854
H -1.56262 -2.87247 -2.60957
H -0.79572 -4.45909 -2.38686

ORCA calculation (wB97M-V/def2-TZVPD) on a single C3H7N3O molecule at a distorted geometry.

Properties
DFT total energy = -357.871256 hartree
E_HOMO = -8.346 eV
E_LUMO = 0.0365 Ha
SMILES = C[C@H]1N=NN(C)O1
Kohn-Sham gap = 9.34 eV
M = 101.109 Da
Largest force on an atom = 2.96 eV/Å
Charge = 0

Cartesian coordinates (Å):
C 0.93252 -1.60385 1.08057
C 1.25417 -0.33377 0.29309
N 1.14337 -0.44536 -1.14686
N 0.14306 0.12231 -1.56862
N -0.52408 0.78796 -0.64940
C -1.77635 1.43687 -0.68508
O 0.15101 0.62836 0.61156
H -0.09984 -1.45429 1.26458
H 1.61321 -1.58422 1.97034
H 1.13403 -2.40158 0.36849
H 2.24677 -0.02562 0.53685
H -2.23959 1.13006 0.21144
H -1.64342 2.47896 -0.58614
H -2.33486 1.26417 -1.70081

ORCA calculation (wB97M-V/def2-TZVPD) on 8 unconnected molecules or ions with the total composition C9H33N12O8 at a distorted geometry.

Properties
DFT total energy = -1621.731955 hartree
E_HOMO = -3.224 eV
E_LUMO = 0.0719 Ha
Kohn-Sham gap = 5.18 eV
M = 437.439 Da
Largest force on an atom = 9.35 eV/Å
Charge = -1

Cartesian coordinates (Å):
C 8.57132 -22.57299 15.76998
O 8.65471 -23.77462 15.04092
H 7.76779 -21.86690 15.56050
H 8.56740 -22.68658 16.85404
H 9.41626 -21.93179 15.51892
C 3.18194 -24.31350 21.05263
C 2.15822 -25.51368 21.19656
O 1.38254 -25.36346 22.39358
H 2.63795 -23.39730 20.82295
H 3.69287 -24.48465 20.10513
H 3.80299 -23.99027 21.88804
H 2.58304 -26.49561 21.40497
H 1.54729 -25.60756 20.29876
H 0.56346 -24.88820 22.23600
C 3.14413 -26.15120 15.23802
O 2.03861 -26.68334 15.50064
N 3.32763 -24.96725 14.80888
N 4.24979 -26.67857 15.56551
H 4.30140 -24.73184 14.68062
H 2.51554 -24.59404 14.33842
H 5.10123 -26.13563 15.58473
H 4.32362 -27.61638 15.93314
C 6.82444 -25.61228 8.88975
O 6.66736 -25.78487 7.70352
N 7.93575 -25.63368 9.47222
N 5.83296 -25.55694 9.72483
H 8.79582 -25.87633 9.00157
H 7.91803 -25.65712 10.48179
H 5.89007 -25.54383 10.73312
H 4.95390 -25.86616 9.33530
C 8.44469 -19.03325 9.03079
O 7.35995 -19.37497 8.58565
N 8.99395 -19.53228 10.10326
N 9.23351 -18.09032 8.64448
H 9.89179 -19.22058 10.44506
H 8.48019 -20.31025 10.49173
H 10.21037 -18.30302 8.78800
H 8.93720 -17.35646 8.01698
C 9.77710 -28.35807 18.84473
O 9.70493 -29.33772 19.52923
N 9.63630 -28.39956 17.50583
N 10.30653 -27.24830 19.17751
H 9.50206 -27.51843 17.03074
H 9.29784 -29.30668 17.21827
H 10.69780 -26.97414 20.06736
H 10.18438 -26.62659 18.39097
C 14.20451 -25.19215 13.01976
O 15.38401 -25.21280 12.68858
N 13.45633 -24.13705 12.92440
N 13.55419 -26.20752 13.52227
H 13.68732 -23.34232 12.34549
H 12.52000 -24.21296 13.29537
H 12.73584 -26.07443 14.09907
H 13.99143 -27.11423 13.43981
C 10.86214 -22.35462 23.35246
O 11.72972 -22.99622 22.89037
N 10.12784 -21.45053 22.69593
N 10.44124 -22.50911 24.50352
H 10.12524 -21.43512 21.68605
H 9.50625 -20.82833 23.19252
H 10.07687 -21.65104 24.89216
H 10.83914 -23.25076 25.06185

ORCA calculation (wB97M-V/def2-TZVPD) on a single HIS2 molecule at a distorted geometry.

Properties
DFT total energy = -1094.638697 hartree
E_HOMO = -9.306 eV
E_LUMO = -0.0833 Ha
SMILES = SSI
Kohn-Sham gap = 7.04 eV
M = 192.046 Da
Largest force on an atom = 3.79 eV/Å
Charge = 0

Cartesian coordinates (Å):
S 0.40705 0.91244 0.76180
S 1.85055 1.58156 -0.41606
I 3.98176 -0.17655 0.02801
H 0.25598 -0.04775 -0.00171